# 1
Formula: C5H33NO13
Source: the OMol25 dataset
Level of theory: ωB97M-V/def2-TZVPD

```
52
Properties=species:S:1:pos:R:3
C -2.1275 2.0818 1.6340
C -0.7745 2.0780 0.9487
N 0.2258 2.9337 1.6676
C -0.1839 0.6046 0.8639
C 0.5071 0.4196 -0.4674
C 0.9692 -1.0102 -0.6770
O 1.9949 -1.5912 -0.4927
O -0.1618 -1.6128 -1.2277
H -2.5545 3.0126 1.9688
H -2.8975 1.6393 1.0274
H -1.9574 1.4836 2.5260
H -0.8656 2.4216 -0.0882
H 0.1881 3.8223 1.1608
H -0.0275 3.0003 2.6334
H 0.3592 0.3959 1.7929
H -1.0102 -0.1400 0.9564
H 1.4461 1.0144 -0.5039
H -0.1792 0.8869 -1.1842
H 0.0602 -2.5092 -1.5477
O 0.5753 2.3929 -3.1800
H 1.4242 1.9991 -2.8960
H 0.7507 3.3396 -3.2078
O -3.4227 -0.7550 -0.5258
H -4.1642 -0.7622 -1.1496
H -2.8621 -0.1760 -1.0713
O 2.6765 0.7982 -2.5832
H 3.4326 1.0674 -2.0612
H 2.7807 0.4344 -3.4640
O -2.8815 -0.4474 2.9217
H -2.6798 -0.3153 1.9831
H -3.0851 -1.3909 2.9095
O 1.8368 -4.1766 0.0139
H 2.0405 -3.2292 -0.1268
H 0.9284 -4.3487 -0.1952
O 3.3844 2.5825 0.3507
H 2.8662 2.9678 1.0761
H 3.9126 1.8712 0.7093
O 0.2600 -0.2849 -4.2170
H 0.5692 0.6259 -4.4008
H 0.0815 -0.3090 -3.2770
O 1.8698 -0.2509 3.1543
H 1.8823 -1.2097 3.1401
H 2.6043 0.0223 3.6960
O -1.7022 -2.4033 0.8430
H -1.6062 -1.8904 0.0275
H -1.6372 -3.3118 0.5113
O -0.1818 -1.1794 4.4510
H -0.7736 -0.4295 4.3728
H -0.5375 -1.7706 3.7705
O -2.5576 0.1643 -3.1027
H -2.1360 1.0305 -3.1089
H -2.2266 -0.4102 -3.8048
```

As for the total charge: 0. The SMILES is C[C@@H](N)CCC(=O)O.O.O.O.O.O.O.O.O.O.O.O. Its lowest unoccupied orbital energy is 0.05 eV. The calculation puts the energy relative to the best compared isomer or geometry (same formula, charge and spin) at 68.16 kcal per mole.

# 2
Formula: C31H32IN5Na
Source: the OMol25 dataset
Level of theory: ωB97M-V/def2-TZVPD

```
70
Properties=species:S:1:pos:R:3
Na -0.5019 0.4566 -0.1024
C 0.0547 3.6746 -0.3973
N 0.8368 2.6318 -1.0481
C 0.7329 2.7311 -2.4966
C 2.1979 2.6410 -0.5557
C 3.0826 3.6238 -0.9742
C 4.3783 3.7037 -0.4819
C 4.7670 2.7797 0.4818
C 3.8995 1.7935 0.9110
C 2.5851 1.6633 0.3975
N 1.6663 0.7530 0.8155
C 2.0069 -0.4993 1.2217
C 3.2145 -1.1787 0.9491
C 3.4209 -2.5040 1.2974
C 2.4366 -3.2302 1.9463
C 1.2320 -2.5943 2.2379
C 1.0054 -1.2717 1.8995
N -0.2547 -0.6316 2.1603
C -1.3617 -1.5216 2.4543
C -0.1573 0.4094 3.1767
H 0.4470 4.6816 -0.6157
H 0.0835 3.5250 0.6837
H -0.9818 3.6278 -0.7327
H 0.9930 3.7297 -2.8853
H -0.2917 2.5088 -2.8010
H 1.4023 2.0036 -2.9552
H 2.7459 4.3492 -1.7075
H 5.0573 4.4716 -0.8304
H 5.7621 2.8297 0.9111
H 4.2216 1.1035 1.6798
H 3.9835 -0.6613 0.3910
H 4.3621 -2.9760 1.0353
H 2.5851 -4.2694 2.2113
H 0.4497 -3.1589 2.7290
H -1.2812 -1.9924 3.4483
H -1.4234 -2.3048 1.7009
H -2.2915 -0.9486 2.4336
H -0.0223 -0.0257 4.1798
H -1.0737 1.0081 3.1871
H 0.6813 1.0608 2.9428
I -4.0937 -1.7706 -0.5146
C -2.5627 -3.2032 -0.5048
C -2.8672 -4.4335 0.0059
C -1.8619 -5.4206 0.0857
C -0.6007 -5.1377 -0.3468
C -0.2791 -3.8667 -0.8836
C 1.0419 -3.5918 -1.3124
C 1.3466 -2.3680 -1.8197
C 0.3419 -1.3725 -1.9103
C -0.9644 -1.5344 -1.4924
C -1.2670 -2.8416 -0.9797
H -3.8676 -4.6480 0.3566
H -2.1014 -6.3939 0.4970
H 0.1841 -5.8837 -0.2796
H 1.7981 -4.3607 -1.2022
H 2.3616 -2.1447 -2.1299
H 0.6540 -0.4076 -2.3175
N -2.4295 0.7680 -2.4916
C -3.1079 1.5585 -1.6253
C -4.2581 2.2882 -2.0045
C -4.8915 3.0753 -1.0766
C -4.3967 3.1418 0.2282
C -3.2643 2.4068 0.5088
N -2.6182 1.6467 -0.3760
H -2.9031 0.5902 -3.3634
H -1.9420 -0.1060 -2.0692
H -4.6271 2.2064 -3.0192
H -5.7755 3.6355 -1.3579
H -4.8688 3.7431 0.9917
H -2.8303 2.4323 1.5047
```

As for the total charge: -1. Its lowest unoccupied orbital energy is 2.11 eV. The calculation puts the energy relative to the best compared isomer or geometry (same formula, charge and spin) at 0.00 kcal per mole.

# 3
Formula: C21H15NO6PPt
Source: the OMol25 dataset
Level of theory: ωB97M-V/def2-TZVPD

```
45
Properties=species:S:1:pos:R:3
Pt -0.2427 -0.5393 -0.1519
O -0.3530 -4.7275 -0.1283
C -0.4742 -3.5117 -0.1036
O 0.4482 -2.6283 0.0014
C -1.8893 -2.9382 -0.1687
C -3.0696 -3.6609 -0.1733
C -4.2722 -2.9660 -0.1336
C -4.2768 -1.5753 -0.0598
C -3.0621 -0.9205 -0.0666
N -1.9312 -1.6152 -0.1488
C -2.8455 0.5757 0.0626
O -3.7853 1.3300 0.2092
O -1.5915 0.9448 0.0103
H -3.0090 -4.7397 -0.1980
H -5.2093 -3.5081 -0.1409
H -5.1815 -0.9891 0.0168
O 3.3102 -0.1332 -3.3221
C 2.4269 -0.1599 -2.4598
O 1.2744 -0.6482 -2.5294
C 2.8524 0.5395 -1.1080
P 1.5072 0.8330 0.1057
C 1.1066 2.5786 -0.2067
C 1.5330 3.6905 0.5119
C 1.1605 4.9689 0.1171
C 0.3692 5.1490 -1.0057
C -0.0380 4.0466 -1.7436
C 0.3209 2.7705 -1.3449
C 2.2609 0.4724 1.7295
C 2.4654 1.3275 2.8064
C 3.0210 0.8530 3.9895
C 3.3721 -0.4803 4.1124
C 3.1524 -1.3476 3.0493
C 2.5934 -0.8800 1.8735
H 3.3204 1.4870 -1.3747
H 3.6154 -0.0850 -0.6405
H 2.1854 3.5860 1.3641
H 1.4976 5.8242 0.6895
H 0.0708 6.1458 -1.3058
H -0.6505 4.1769 -2.6263
H -0.0137 1.9088 -1.9106
H 2.1768 2.3649 2.7560
H 3.1718 1.5344 4.8176
H 3.7982 -0.8484 5.0374
H 3.3992 -2.3976 3.1392
H 2.3865 -1.5775 1.0676
```

As for the total charge: -1. Its lowest unoccupied orbital energy is 2.29 eV. The calculation puts the energy relative to the best compared isomer or geometry (same formula, charge and spin) at 32.01 kcal per mole.

HOMO energy per entry: -0.348, -0.122, -0.183 Ha
Kohn-Sham gap per entry: 9.53, 5.42, 7.27 eV